Entry 1:
# C14H20N7RuS4

C14H20N7RuS4 as an isolated structure (ωB97M-V/def2-TZVPD, the OMol25 dataset).

Geometry (Å):
Ru  -0.31  0.14  0.15
C  -2.19  2.94  2.84
C  -1.48  2.24  1.74
N  -1.55  0.94  1.56
N  -2.36  0.23  2.38
C  -2.39  -1.04  2.10
N  -3.12  -1.88  2.82
S  -1.48  -1.74  0.74
C  -0.66  2.96  0.76
C  -0.46  4.32  0.81
C  0.31  4.93  -0.18
C  0.86  4.15  -1.19
C  0.63  2.79  -1.17
N  -0.11  2.20  -0.22
H  -2.89  2.28  3.33
H  -2.71  3.82  2.45
H  -1.46  3.29  3.57
H  -3.67  -1.53  3.60
H  -3.17  -2.86  2.61
H  -0.91  4.91  1.60
H  0.47  6.00  -0.16
H  1.45  4.59  -1.97
H  1.05  2.15  -1.94
S  0.56  -0.78  -1.79
C  -0.64  -1.42  -2.90
N  -1.94  -1.49  -2.73
C  -2.62  -2.10  -3.90
C  -1.43  -2.40  -4.85
N  -0.27  -1.91  -4.06
H  -2.42  -1.19  -1.90
H  -3.33  -1.40  -4.33
H  -3.14  -3.01  -3.60
H  -1.49  -1.85  -5.79
H  -1.31  -3.46  -5.06
H  0.69  -1.94  -4.39
S  1.63  0.09  1.78
C  2.78  -1.16  1.60
N  3.93  -1.12  2.22
C  4.90  -2.19  1.93
C  4.08  -3.35  1.35
S  2.57  -2.58  0.66
H  4.18  -0.34  2.81
H  5.41  -2.49  2.84
H  5.64  -1.82  1.22
H  3.77  -4.07  2.10
H  4.61  -3.86  0.55

Values from the calculation:
charge = +3
spin multiplicity = 5
highest occupied orbital energy (spin up / spin down) = -17.3 / -17.4 eV
calculated total energy = -71171.03437 eV
expectation value of S² = 6.0353
E_LUMO (spin up / spin down) = -9.70 / -12.07 eV

Want to see where the charge sits? The natural (NBO) charges in e are:
1. Ru 0.847
2. C -0.705
3. C 0.375
4. N -0.280
5. N -0.350
6. C 0.313
7. N -0.726
8. S 0.084
9. C 0.121
10. C -0.165
11. C -0.075
12. C -0.202
13. C 0.099
14. N -0.495
15. H 0.289
16. H 0.271
17. H 0.282
18. H 0.447
19. H 0.433
20. H 0.266
21. H 0.272
22. H 0.274
23. H 0.232
24. S 0.101
25. C 0.362
26. N -0.528
27. C -0.231
28. C -0.232
29. N -0.511
30. H 0.442
31. H 0.246
32. H 0.245
33. H 0.249
34. H 0.249
35. H 0.454
36. S -0.050
37. C -0.020
38. N -0.497
39. C -0.234
40. C -0.521
41. S 0.388
42. H 0.449
43. H 0.262
44. H 0.239
45. H 0.258
46. H 0.275


Entry 2:
# C54H48GeN8O5RbS

C54H48GeN8O5RbS as an isolated structure (ωB97M-V/def2-TZVPD, the OMol25 dataset).

Geometry (Å):
Rb  0.10  0.21  -0.55
C  -1.48  9.02  -2.15
C  -1.11  7.56  -2.03
C  -0.33  7.11  -0.96
C  0.04  5.77  -0.87
C  -0.36  4.88  -1.85
C  -1.12  5.32  -2.93
C  -1.49  6.65  -3.00
S  0.04  3.15  -1.71
O  -1.25  2.53  -1.38
O  0.60  2.72  -2.98
N  0.97  2.92  -0.48
C  2.35  3.10  -0.53
C  2.99  4.12  -1.21
C  4.38  4.29  -1.16
C  5.17  3.45  -0.42
C  4.57  2.37  0.27
C  5.33  1.44  1.01
C  4.71  0.39  1.61
C  3.32  0.26  1.48
N  2.56  1.12  0.83
C  3.16  2.18  0.22
H  -1.55  9.49  -1.17
H  -2.43  9.14  -2.67
H  -0.72  9.56  -2.72
H  -0.01  7.81  -0.20
H  0.66  5.42  -0.05
H  -1.42  4.61  -3.70
H  -2.09  6.99  -3.84
H  2.40  4.80  -1.81
H  4.83  5.10  -1.71
H  6.24  3.58  -0.37
H  6.40  1.57  1.08
H  5.27  -0.35  2.17
H  2.81  -0.59  1.91
C  -1.02  4.03  1.87
C  -0.94  2.66  2.06
N  -1.87  1.82  1.61
C  -2.86  2.28  0.77
C  -3.08  3.66  0.68
C  -2.14  4.53  1.26
C  -4.18  4.15  -0.09
C  -4.96  3.31  -0.79
C  -4.64  1.92  -0.86
C  -5.29  1.05  -1.76
C  -4.82  -0.22  -1.93
C  -3.68  -0.61  -1.20
N  -3.08  0.16  -0.32
C  -3.57  1.40  -0.12
H  -0.24  4.66  2.25
H  -0.15  2.24  2.67
H  -2.29  5.60  1.16
H  -4.34  5.22  -0.12
H  -5.79  3.68  -1.38
H  -6.13  1.41  -2.34
H  -5.27  -0.91  -2.63
H  -3.24  -1.59  -1.37
O  1.77  -2.41  0.46
C  2.88  -2.82  -0.31
C  2.98  -2.17  -1.68
C  4.12  -2.35  -2.45
C  4.20  -1.74  -3.69
C  3.14  -0.95  -4.12
C  2.05  -0.83  -3.29
N  1.95  -1.43  -2.10
H  0.93  -2.68  0.03
H  2.89  -3.91  -0.44
H  3.77  -2.56  0.26
H  4.93  -2.96  -2.08
H  5.08  -1.86  -4.31
H  3.17  -0.43  -5.07
H  1.21  -0.19  -3.57
N  -3.08  0.00  2.61
C  -1.97  0.51  2.34
H  -3.89  0.49  2.24
O  -0.03  -3.90  -6.52
C  -1.36  -4.04  -6.08
N  -1.28  -3.96  -4.64
C  -2.37  -3.82  -3.87
O  -3.50  -3.76  -4.32
C  -2.14  -3.77  -2.38
C  -3.14  -4.24  -1.54
C  -2.98  -4.11  -0.17
C  -1.83  -3.51  0.31
N  -0.86  -3.06  -0.50
C  -1.02  -3.20  -1.81
H  0.02  -4.15  -7.45
H  -1.80  -4.99  -6.39
H  -2.01  -3.23  -6.43
H  -0.38  -4.19  -4.24
H  -4.03  -4.67  -1.97
H  -3.73  -4.46  0.52
H  -1.67  -3.39  1.37
H  -0.21  -2.80  -2.43
Ge  -0.33  -0.39  3.12
C  -0.85  -2.15  3.73
C  -1.97  -2.40  4.53
C  -2.24  -3.69  4.95
C  -1.41  -4.74  4.58
C  -0.29  -4.50  3.79
C  -0.02  -3.21  3.36
C  0.28  0.79  4.54
C  -0.67  1.47  5.30
C  -0.28  2.28  6.35
C  1.07  2.43  6.65
C  2.02  1.75  5.90
C  1.63  0.93  4.85
H  0.67  -0.63  2.01
H  -2.63  -1.59  4.81
H  -3.11  -3.88  5.56
H  -1.63  -5.75  4.91
H  0.36  -5.31  3.50
H  0.84  -3.03  2.73
H  -1.73  1.36  5.07
H  -1.02  2.81  6.94
H  1.38  3.06  7.47
H  3.07  1.86  6.14
H  2.39  0.42  4.27

Values from the calculation:
charge = +1
highest occupied orbital energy = -9.3 eV
calculated total energy = -146938.28561 eV
E_LUMO = -3.59 eV

Results of the Löwdin charge analysis, in e, for atoms 1 through 99:
1. Rb 0.805
2. C -0.047
3. C -0.269
4. C -0.036
5. C -0.086
6. C -0.276
7. C -0.042
8. C -0.031
9. S 0.490
10. O -0.412
11. O -0.307
12. N -0.215
13. C -0.277
14. C -0.022
15. C -0.066
16. C -0.049
17. C -0.154
18. C -0.008
19. C -0.051
20. C -0.179
21. N 0.062
22. C -0.156
23. H 0.077
24. H 0.078
25. H 0.089
26. H 0.116
27. H 0.102
28. H 0.122
29. H 0.117
30. H 0.104
31. H 0.109
32. H 0.112
33. H 0.121
34. H 0.107
35. H 0.074
36. C 0.000
37. C -0.014
38. N 0.047
39. C -0.093
40. C -0.123
41. C 0.050
42. C 0.009
43. C 0.010
44. C -0.123
45. C 0.017
46. C -0.003
47. C -0.085
48. N 0.107
49. C -0.185
50. H 0.133
51. H 0.109
52. H 0.136
53. H 0.128
54. H 0.126
55. H 0.128
56. H 0.120
57. H 0.089
58. O -0.146
59. C -0.190
60. C -0.256
61. C -0.016
62. C -0.047
63. C -0.043
64. C -0.135
65. N 0.023
66. H 0.019
67. H 0.131
68. H 0.122
69. H 0.121
70. H 0.113
71. H 0.112
72. H 0.107
73. N 0.167
74. C -0.367
75. H 0.079
76. O -0.030
77. C -0.236
78. N 0.097
79. C -0.451
80. O 0.077
81. C -0.120
82. C 0.002
83. C -0.025
84. C -0.093
85. N 0.057
86. C -0.085
87. H 0.097
88. H 0.136
89. H 0.131
90. H 0.143
91. H 0.131
92. H 0.117
93. H 0.100
94. H 0.106
95. Ge 1.030
96. C -0.319
97. C -0.104
98. C -0.075
99. C -0.076